Entry 1:
{
  "formula": "C3H11N2",
  "method": "wB97M-V/def2-TZVPD",
  "homo_lumo_gap_ev": 8.93,
  "total_charge": 1,
  "smiles": "NCCC[NH3+]",
  "multiplicity": 1,
  "molar_mass_g_mol": 75.13,
  "energy_ev": -6262.0205,
  "homo_ev": -13.0,
  "de_lowest_kj_mol": 150.6,
  "elements": ["N", "C", "C", "C", "N", "H", "H", "H", "H", "H", "H", "H", "H", "H", "H", "H"],
  "xyz": [[-0.061307, -2.262657, -1.319957], [-0.383802, -1.389131, -0.156915], [0.586976, -0.129895, -0.239470], [0.526738, 1.050291, 0.753430], [-0.772244, 1.915907, 0.650864], [0.871955, -1.943716, -1.688691], [0.124020, -3.234200, -1.070821], [-1.364777, -0.890228, -0.217073], [-0.293971, -1.920365, 0.791556], [0.372696, 0.332479, -1.165117], [1.657237, -0.528549, -0.326128], [0.599408, 0.875614, 1.799416], [1.381277, 1.736061, 0.469003], [-0.694429, 2.788607, 1.234256], [-1.737990, 1.387031, 0.847360], [-0.811787, 2.212750, -0.361715]],
  "forces_ev_per_angstrom": [[1.292, 1.059, 0.086], [1.128, 1.211, -0.279], [0.628, -1.497, 1.144], [0.538, 0.604, -0.637], [-1.344, -0.564, -1.205], [-1.395, -0.460, 0.230], [-0.459, 0.311, 0.266], [-0.257, -0.928, -0.187], [-0.032, 0.168, 0.038], [-0.097, 0.323, -1.493], [-1.300, 0.876, 0.460], [0.220, -0.696, 0.785], [-1.163, -0.483, 0.383], [-0.255, -1.139, -0.571], [2.774, 1.338, -0.266], [-0.279, -0.124, 1.248]]
}


Entry 2:
{
  "formula": "C24H48CoN4O3S2Si2",
  "method": "wB97M-V/def2-TZVPD",
  "homo_lumo_gap_ev": [6.54, 7.19],
  "total_charge": 1,
  "multiplicity": 5,
  "molar_mass_g_mol": 619.91,
  "energy_ev": -112822.9761,
  "homo_ev": [-10.2, -11.3],
  "elements": ["Co", "C", "C", "N", "N", "C", "N", "S", "C", "C", "C", "C", "C", "N", "H", "H", "H", "H", "H", "H", "H", "H", "H", "H", "C", "Si", "C", "C", "C", "H", "H", "H", "H", "H", "H", "H", "H", "H", "H", "H", "C", "C", "C", "C", "O", "Si", "S", "O", "C", "C", "C", "C", "O", "C", "C", "C", "C", "H", "H", "H", "H", "H", "H", "H", "H", "H", "H", "H", "H", "H", "H", "H", "H", "H", "H", "H", "H", "H", "H", "H", "H", "H", "H", "H"],
  "xyz": [[-1.519283, 0.666402, 0.961341], [-3.951952, 3.717108, 2.951506], [-2.903261, 2.764400, 2.472691], [-3.127462, 1.640189, 1.877787], [-4.402548, 1.221321, 1.685809], [-4.678748, 0.109190, 0.959600], [-5.966429, -0.258813, 0.927176], [-3.499399, -0.722329, 0.117072], [-1.490141, 3.085959, 2.652959], [-1.038804, 4.260450, 3.248298], [0.317275, 4.435512, 3.454111], [1.192845, 3.434360, 3.060814], [0.669716, 2.318303, 2.430796], [-0.627546, 2.149451, 2.222459], [-4.947267, 3.287314, 3.006919], [-3.994805, 4.576371, 2.278019], [-3.704266, 4.081432, 3.947039], [-5.151889, 1.706925, 2.151044], [-6.662207, 0.155426, 1.524959], [-6.199271, -1.108973, 0.443768], [-1.738681, 5.030992, 3.539676], [0.690117, 5.336355, 3.921962], [2.257139, 3.514420, 3.228323], [1.302174, 1.514945, 2.076943], [-2.560624, 4.053888, -0.629896], [-1.960474, 2.640756, -1.739968], [-3.463700, 1.802817, -2.508402], [-0.793865, 3.314804, -3.064499], [-0.905975, 1.403217, -0.781295], [-2.874170, 4.910612, -1.229968], [-1.778143, 4.397773, 0.052575], [-3.421951, 3.740837, -0.031837], [-3.872605, 2.397906, -3.328150], [-4.260363, 1.660669, -1.774848], [-3.209692, 0.819754, -2.909868], [-1.309921, 3.980708, -3.761211], [-0.361009, 2.498779, -3.646098], [0.023053, 3.880495, -2.611687], [0.079662, 1.839172, -0.591107], [-0.775159, 0.521619, -1.409077], [3.083202, -4.805398, 0.682161], [2.524492, -3.753200, 1.633158], [1.158898, -4.182295, 2.158946], [3.486295, -3.498731, 2.786069], [2.433544, -2.509209, 0.906180], [1.343693, -1.819616, -0.050614], [-0.182427, -0.991022, 1.302841], [2.008058, -0.629528, -0.902304], [3.264086, 0.068719, -0.959159], [4.218594, -0.724259, -1.845357], [3.868190, 0.234875, 0.430979], [2.957741, 1.426258, -1.581234], [0.528684, -2.866161, -0.955508], [0.294218, -3.105697, -2.355311], [1.625463, -3.373412, -3.047530], [-0.609782, -4.329461, -2.417833], [-0.398426, -1.897555, -2.975450], [3.193289, -5.757593, 1.201503], [4.059123, -4.497283, 0.304693], [2.405577, -4.939983, -0.162754], [1.254235, -5.115154, 2.714115], [0.464921, -4.332854, 1.329518], [0.749553, -3.418651, 2.819535], [3.583187, -4.396403, 3.396874], [3.113291, -2.686583, 3.411459], [4.471973, -3.225355, 2.407504], [4.381325, -1.718994, -1.426636], [5.177541, -0.209109, -1.908633], [3.815750, -0.825011, -2.853588], [4.064516, -0.738219, 0.877575], [3.183403, 0.780876, 1.080203], [4.802308, 0.792271, 0.362911], [2.496659, 1.292825, -2.560375], [3.874453, 2.004865, -1.699066], [2.267413, 1.983290, -0.944821], [2.131399, -4.223266, -2.587067], [2.268898, -2.496449, -2.968312], [1.459574, -3.595005, -4.102078], [-0.102248, -5.199845, -2.000773], [-0.881443, -4.542985, -3.452089], [-1.518420, -4.147821, -1.842964], [0.232525, -1.014269, -2.863627], [-1.357324, -1.726947, -2.481901], [-0.576375, -2.071175, -4.036980]],
  "forces_ev_per_angstrom": [[0.162, -0.733, -0.274], [0.093, -0.021, 0.060], [-0.710, -0.430, -0.260], [-0.117, 0.496, 0.358], [-0.358, 0.136, 0.129], [0.335, -0.404, -0.434], [0.044, 0.143, 0.146], [0.087, 0.191, 0.242], [0.992, 0.234, 0.182], [-0.477, -0.132, -0.097], [0.360, -0.144, -0.045], [-0.168, 0.248, 0.092], [0.125, -0.218, -0.156], [-0.307, 0.297, 0.085], [-0.024, 0.053, 0.029], [0.013, -0.003, -0.012], [-0.009, 0.001, -0.001], [-0.005, 0.062, 0.017], [-0.036, -0.024, -0.022], [-0.014, 0.006, -0.038], [0.021, -0.021, 0.045], [-0.033, 0.012, 0.004], [-0.001, 0.005, -0.023], [0.026, -0.027, -0.026], [0.047, -0.086, -0.088], [0.242, -0.195, 0.096], [0.143, 0.126, 0.035], [-0.346, 0.075, 0.067], [-0.074, 0.460, -0.387], [-0.017, 0.003, 0.007], [0.033, 0.003, -0.045], [-0.003, -0.006, -0.060], [0.018, 0.034, 0.019], [0.013, -0.015, 0.012], [0.029, 0.004, 0.004], [0.000, -0.004, 0.014], [0.006, -0.023, 0.032], [0.020, -0.041, 0.026], [-0.009, -0.037, -0.030], [0.076, -0.047, -0.102], [-0.052, 0.114, 0.005], [0.067, -0.252, 0.052], [0.055, 0.193, -0.141], [-0.068, 0.047, -0.094], [0.164, -0.038, 0.140], [-0.530, 0.335, 0.195], [0.204, -0.268, 0.323], [0.002, 0.128, -0.124], [0.232, 0.110, -0.093], [-0.091, 0.028, 0.059], [-0.116, -0.106, -0.072], [-0.003, -0.120, 0.068], [-0.101, -0.151, -0.074], [-0.001, -0.111, -0.185], [-0.064, 0.045, 0.117], [0.066, 0.079, 0.031], [0.088, -0.041, 0.176], [0.010, -0.022, -0.026], [-0.001, -0.002, -0.001], [0.005, -0.039, 0.016], [-0.012, -0.009, -0.012], [-0.026, -0.043, 0.035], [-0.026, -0.010, 0.047], [0.024, 0.004, 0.009], [0.002, -0.016, 0.018], [-0.002, 0.007, 0.006], [0.020, -0.002, -0.013], [0.024, -0.034, -0.013], [-0.003, 0.006, 0.005], [0.040, 0.038, 0.034], [-0.036, 0.049, 0.048], [-0.005, 0.021, 0.008], [-0.013, 0.026, -0.001], [-0.005, 0.008, -0.005], [0.032, 0.016, -0.022], [-0.005, -0.001, -0.010], [0.006, -0.030, -0.048], [0.035, -0.004, -0.010], [-0.006, -0.002, 0.002], [-0.003, -0.026, 0.007], [-0.015, -0.012, -0.019], [-0.040, 0.044, -0.033], [-0.012, 0.060, -0.004], [-0.016, 0.009, 0.002]]
}


Question: What is the formula in the first record?
Answer: C3H11N2